No. 1
8
Properties=species:S:1:pos:R:3:forces:R:3 method="wB97M-V/def2-TZVPD" relative_energy_ev=1.2752 e_tot_ha=-561.970993 gap_ev="7.9 / 7.9" spin_multiplicity=1 e_lumo_ev="0.025 / 0.026" homo_ev="-7.92 / -7.92"
N 2.763715 -0.447597 0.595622 -2.48 -2.85 -3.74
N 1.581810 -0.391788 0.829455 0.61 -0.03 0.93
N -0.811923 0.605108 -1.180538 -1.69 0.21 -0.13
N -2.029870 0.388364 -0.996094 1.12 -1.15 1.13
P 0.103967 -0.542086 1.032382 -0.55 0.09 0.27
H 3.451617 0.002524 1.029649 2.81 2.68 2.85
H -2.681117 0.958474 -0.456809 0.05 1.38 -0.40
H -2.378198 -0.572999 -0.853667 0.12 -0.33 -0.92

No. 2
54
Properties=species:S:1:pos:R:3:forces:R:3 method="wB97M-V/def2-TZVPD" relative_energy_ev=0.5971 e_tot_ha=-2322.419240 gap_ev="5.7 / 6.3" spin_multiplicity=5 e_lumo_ev="-1.771 / -1.157" homo_ev="-7.51 / -7.51"
O -0.625365 -0.213416 -1.470913 0.21 0.42 -1.78
C -0.953896 0.736491 -2.560052 -0.47 1.36 0.40
C -0.350579 -0.079918 -3.675633 -0.02 -0.12 0.58
H -0.441928 1.693583 -2.424795 -0.34 -0.04 0.34
H -2.035148 0.861095 -2.691209 0.12 0.14 0.43
C -0.193979 -1.105199 -2.555818 0.39 -1.12 -0.60
H 0.602708 0.312850 -4.035207 -0.23 -0.10 -0.07
H -1.016124 -0.391688 -4.481678 0.14 0.19 0.06
C 1.230583 -1.538534 -2.410781 0.33 -0.62 0.23
H 1.812812 -0.747027 -1.929454 0.01 -0.04 -0.34
H 1.662516 -1.796257 -3.384914 -0.12 0.14 0.14
H 1.268069 -2.424931 -1.784089 0.25 -0.08 -0.18
C -1.184347 -2.240870 -2.689577 0.06 -0.19 0.08
H -2.196389 -1.835394 -2.804071 0.12 -0.14 -0.05
H -1.159875 -2.870951 -1.791848 -0.05 0.03 -0.18
H -0.931968 -2.850303 -3.569267 -0.13 0.09 0.25
Mn -0.828614 -1.272207 1.042168 0.95 1.26 -2.08
C -2.435306 -1.597708 2.423501 -2.00 0.51 -0.61
C -1.956664 -0.244613 2.559531 -0.90 0.66 -0.44
C -2.142168 0.437560 1.314572 -1.46 -0.32 0.29
H -1.637621 0.224826 3.482613 0.52 -0.21 -0.20
C -2.729096 -0.499957 0.393907 -0.26 0.33 1.03
C -2.929730 -1.751838 1.086679 -0.84 0.41 0.99
H -3.413373 -2.642285 0.692631 0.29 0.23 0.00
H -2.555046 -2.283684 3.263249 0.35 0.09 -0.52
H -2.022547 1.506382 1.141493 0.35 -0.48 0.03
H -3.030487 -0.253744 -0.616494 0.15 -0.25 0.16
C 0.277583 -2.055322 2.606566 0.81 -0.58 -0.07
C -0.210555 -3.152198 1.819533 2.16 -1.28 0.10
C 0.453595 -3.119177 0.554306 -0.25 -0.37 1.21
H -0.828055 -3.963788 2.179770 -0.11 0.25 -0.12
C 1.347082 -2.003182 0.566787 0.27 0.89 1.01
C 1.168998 -1.272258 1.777226 1.37 -1.57 0.07
H 1.728948 -0.386041 2.076011 -0.42 -0.25 0.06
H 0.135930 -1.931568 3.669870 -0.32 0.48 -0.04
H 0.407653 -3.913105 -0.190911 -0.17 0.44 0.11
H 2.148480 -1.798558 -0.136272 -0.61 0.16 0.12
O 2.651702 2.373465 -1.382362 -1.21 1.01 0.56
C 2.088369 2.031288 -0.091398 0.30 0.15 0.25
C 0.949064 3.027616 0.249778 0.07 -0.02 -0.12
H 2.844560 2.142342 0.717288 -0.13 -0.31 -0.64
H 1.767712 0.973619 -0.164436 0.06 0.56 0.17
C 1.069250 4.172390 -0.787552 0.22 -0.69 -0.24
H 1.104304 3.449693 1.250308 -0.22 -0.46 -0.14
H -0.039688 2.546920 0.205856 0.34 0.16 0.07
C 2.280823 3.751603 -1.663432 0.56 0.32 -0.05
H 1.297083 5.121695 -0.283284 -0.28 -0.25 -0.31
H 0.134829 4.258654 -1.364917 0.43 0.14 0.13
H 3.122898 4.433324 -1.417362 -0.19 -0.53 -0.09
H 2.114311 3.855072 -2.749416 -0.06 -0.22 0.43
O 1.037517 2.062062 5.625207 -0.59 -1.28 -0.29
N 0.546036 1.078800 5.027915 0.39 0.83 -0.30
O 0.149768 0.048714 5.630024 0.20 0.61 -0.44
O 0.445378 1.135697 3.750373 -0.04 -0.35 0.64

No. 3
9
Properties=species:S:1:pos:R:3:forces:R:3 method="wB97M-V/def2-TZVPD" relative_energy_ev=1.8718 e_tot_ha=-722.610036 gap_ev=10.1 spin_multiplicity=1 e_lumo_ev=0.287 homo_ev=-9.83
C 1.056346 0.013420 0.163858 0.53 -0.65 0.46
N 0.494212 -1.016562 0.562405 -1.05 -0.96 1.39
N -1.531126 -0.059767 -0.690486 -0.72 1.18 -1.68
O 0.603041 1.279395 0.234837 0.89 -1.14 -0.39
F 2.239048 -0.162741 -0.416760 1.00 1.52 -0.81
S -1.202209 1.192475 0.153008 0.47 -1.30 -0.07
H 0.961959 -1.931847 0.433574 -0.15 1.28 -0.10
H -1.530897 0.278196 -1.664994 -0.59 -0.29 0.10
H -1.090376 0.407427 1.224558 -0.38 0.35 1.11

No. 4
97
Properties=species:S:1:pos:R:3:forces:R:3 method="wB97M-V/def2-TZVPD" total_charge=+1 e_tot_ha=-2813.114269 gap_ev=7.5 spin_multiplicity=1 e_lumo_ev=-4.690 homo_ev=-12.18
C -2.124854 3.460768 0.620066 -0.21 -0.19 -0.09
C -2.762791 2.346602 -0.432061 -0.78 0.84 -0.57
C -1.811292 2.191733 -1.787987 -1.25 3.32 2.01
O -1.668085 0.790569 -2.244234 -0.67 1.69 -0.75
N -1.427614 0.875603 -3.563106 2.10 -0.30 -8.38
C -2.373384 1.116738 -4.744821 0.56 -0.11 -0.66
P -4.276416 1.327924 -4.660151 -2.44 0.85 5.04
O -4.865558 1.345136 -3.193206 2.38 -0.21 -4.33
N -1.765654 1.196567 -6.127543 4.54 -1.32 6.80
C -0.291495 0.973100 -5.836556 -0.10 -0.71 3.92
C 1.025301 0.934052 -6.811750 -0.70 -0.13 -1.15
C 1.595935 2.420429 -7.199745 0.74 0.21 -0.52
C 1.736304 3.464424 -5.943679 0.46 1.09 -0.22
O 1.102166 4.777007 -6.297165 1.08 -0.92 2.20
C 1.134734 5.639055 -5.073554 -0.61 -0.53 0.33
C -0.072894 0.739517 -4.213015 -1.94 0.53 -4.20
C 1.428168 0.430471 -3.652364 0.62 0.63 0.26
F 1.887915 -0.968058 -3.968713 -1.53 3.00 0.58
C 1.688608 0.753506 -2.072670 1.49 0.11 0.30
C 2.938180 1.853450 -1.909634 -0.62 0.09 -0.41
H -2.900193 4.356401 0.750949 1.75 -2.17 0.01
H -1.882017 2.903503 1.619558 -0.58 1.40 -1.76
H -1.130586 3.951425 0.244379 -1.82 -1.06 0.54
H -3.801185 2.818453 -0.784449 2.30 -1.37 0.58
H -3.034251 1.323571 0.068632 0.86 1.94 -0.99
H -2.328028 2.897530 -2.599604 1.16 -2.05 1.44
H -0.794010 2.717492 -1.520747 -1.55 -1.61 -0.77
H -4.572607 2.626138 -5.274069 0.76 -1.17 -0.06
H -4.997514 0.346419 -5.453307 1.20 0.51 0.07
H -2.190284 1.376278 -7.066112 0.28 -0.20 1.40
H 0.698029 0.406594 -7.829144 0.65 1.11 2.23
H 1.919056 0.273347 -6.397938 -2.40 1.32 -0.36
H 0.978873 2.868802 -8.116362 1.18 -0.73 2.36
H 2.694813 2.251124 -7.633928 -2.48 0.27 0.93
H 1.280174 3.092283 -4.931323 0.57 0.42 -1.90
H 2.869752 3.728404 -5.720338 -2.15 -0.86 -0.51
H 0.307168 5.189486 -4.344259 1.57 1.25 -1.37
H 0.895448 6.752261 -5.391722 0.54 -2.54 0.69
H 2.153639 5.548098 -4.486901 -1.81 0.35 -1.42
H 2.169449 1.136349 -4.266849 -1.82 -1.73 1.14
H 0.789149 1.221094 -1.491435 1.50 -1.39 -1.31
H 2.110265 -0.245125 -1.582124 -1.47 2.16 -0.95
H 2.858643 2.394288 -0.850218 0.36 -1.40 -2.38
H 3.952535 1.291001 -2.056291 -1.89 1.22 0.45
H 2.849047 2.680102 -2.758834 0.19 -1.62 1.81
C -0.539864 -2.753276 2.920883 0.04 0.20 0.52
C -0.031872 -1.716803 1.938769 -0.94 -1.35 0.51
C 0.985509 -2.253444 0.977087 -0.20 -0.86 -0.50
O 1.761835 -1.109037 0.674322 0.28 1.01 0.58
C 1.663524 -0.273993 1.751882 1.05 1.58 0.57
O 2.354956 0.713066 1.924630 -1.36 -1.84 -0.48
O 0.687386 -0.695820 2.612362 1.16 0.87 -0.72
H -0.907322 -3.645710 2.405726 0.07 0.25 0.03
H 0.243074 -3.046566 3.629343 0.15 0.02 -0.34
H -1.358807 -2.337006 3.517161 0.59 -0.21 -0.41
H -0.872396 -1.250189 1.411656 0.08 -0.01 -0.05
H 0.523527 -2.656143 0.071391 0.15 0.16 0.05
H 1.640951 -3.015980 1.412250 -0.16 0.07 0.14
C 5.409697 -6.123931 -1.057877 -0.23 -0.49 -0.08
C 4.544471 -5.182019 -0.244818 0.67 -0.51 -1.07
C 5.311763 -4.055633 0.380001 0.49 0.63 -0.45
O 4.547217 -3.760686 1.534337 -0.64 -0.58 0.50
C 3.894845 -4.912226 1.875605 -1.10 -0.54 2.04
O 3.302000 -5.083747 2.925044 1.18 0.48 -2.28
O 3.998804 -5.847885 0.883163 -0.26 0.71 0.98
H 6.001569 -5.581683 -1.801184 -0.12 0.01 0.11
H 6.084706 -6.698919 -0.413922 -0.07 0.28 -0.01
H 4.782599 -6.853523 -1.581268 0.12 0.15 0.02
H 3.713458 -4.808933 -0.854968 0.05 0.07 0.07
H 5.370007 -3.183170 -0.276729 -0.06 -0.04 0.25
H 6.324096 -4.334818 0.692520 -0.10 -0.12 -0.11
C 1.387375 2.411575 4.895203 0.23 0.42 0.12
C 0.406786 2.021387 5.982897 1.23 -0.03 -0.74
C -0.520690 0.913867 5.581569 0.29 -0.84 -0.26
O -1.672172 1.173449 6.363056 -0.38 0.78 0.34
C -1.677422 2.516437 6.616933 -1.76 1.47 1.00
O -2.618040 3.124211 7.094483 1.99 -1.38 -1.06
O -0.486870 3.088058 6.260499 -1.22 -0.33 0.41
H 1.938392 1.542676 4.523390 -0.12 0.10 0.05
H 0.876981 2.897041 4.055710 -0.05 -0.26 0.12
H 2.109317 3.138376 5.282572 -0.07 -0.16 -0.05
H 0.943498 1.777467 6.907290 -0.11 -0.06 -0.05
H -0.110141 -0.072160 5.816260 -0.20 0.12 0.00
H -0.802758 0.939889 4.523179 0.18 0.09 0.03
C -6.045018 -2.881709 6.041455 -0.28 -0.45 -0.02
C -4.656032 -3.004990 5.447823 -0.93 0.19 1.07
C -4.062390 -1.690287 5.039138 0.04 0.78 0.77
O -3.194666 -2.055630 3.981975 -0.54 -0.67 -0.59
C -3.704322 -3.200336 3.436086 0.20 -1.23 -1.81
O -3.329049 -3.690222 2.386616 -0.84 1.08 2.08
O -4.694230 -3.721214 4.223472 1.06 0.31 -1.05
H -6.065738 -2.160082 6.863451 0.09 -0.09 -0.11
H -6.775973 -2.580147 5.282712 0.26 0.11 0.07
H -6.377560 -3.852029 6.425369 0.07 0.19 0.01
H -3.995725 -3.544151 6.137285 0.03 0.10 -0.09
H -3.502128 -1.221017 5.852633 0.03 -0.01 -0.25
H -4.799799 -0.976297 4.655894 -0.05 -0.16 0.09